{"formula": "C35H38AsF3N3O13PS2Ti", "method": "the ωB97M-V functional and the def2-TZVPD basis", "species": ["C", "H", "H", "C", "C", "Ti", "C", "C", "N", "H", "O", "S", "S", "C", "H", "H", "H", "C", "O", "C", "H", "H", "H", "C", "H", "H", "C", "H", "C", "O", "C", "N", "H", "O", "H", "C", "F", "F", "F", "H", "H", "H", "H", "H", "H", "H", "H", "C", "O", "H", "C", "C", "C", "P", "C", "C", "C", "H", "C", "C", "H", "C", "O", "H", "C", "H", "C", "C", "C", "O", "H", "O", "H", "C", "C", "O", "H", "C", "H", "H", "O", "C", "H", "H", "C", "O", "H", "H", "N", "C", "O", "C", "C", "O", "H", "As", "H"], "xyz": [[-1.070, -5.184, -1.042], [-0.887, -4.383, 2.548], [-2.984, -1.324, 3.710], [-3.420, 4.925, -0.085], [-4.082, -2.715, 0.747], [0.607, 0.552, -1.032], [4.106, 2.430, -2.240], [-0.484, -3.927, -1.103], [0.805, -0.017, -3.125], [2.592, -3.705, 1.429], [2.585, 0.785, -1.490], [-0.469, 2.675, 1.325], [-2.203, 1.301, -2.520], [0.933, -3.232, 2.710], [-4.542, -0.088, 1.209], [-4.481, 1.797, -0.850], [-3.872, -3.749, 1.027], [2.676, 0.382, 1.192], [-0.734, -0.651, 3.121], [1.631, 2.065, 3.046], [0.085, -4.730, 3.998], [1.134, -1.614, 4.121], [-1.554, 5.778, -0.735], [-0.393, -3.264, -2.322], [-0.881, -3.242, 3.895], [3.053, -0.256, 0.403], [-3.279, -1.764, 1.626], [2.652, -2.100, 3.358], [4.090, 3.134, -4.560], [0.687, 4.972, -1.268], [-1.850, 3.815, -1.527], [0.123, -1.189, -3.439], [-2.925, 0.382, 1.780], [0.314, 4.179, -3.810], [-3.128, -0.210, 0.133], [-3.657, -1.920, 3.095], [1.413, 2.442, 5.374], [-0.080, 3.382, 4.146], [1.944, 4.142, 4.149], [5.447, 3.853, -3.033], [3.247, 1.489, 4.300], [-3.810, -2.579, -0.299], [-0.816, -3.325, -4.412], [4.154, 4.302, -0.011], [1.935, -3.131, 4.612], [-5.148, 3.795, 0.484], [1.282, 0.233, -5.085], [-1.463, -5.121, -3.412], [0.523, -2.345, 1.653], [-1.153, -5.689, -0.087], [-2.679, 2.701, -1.536], [2.778, 1.361, 3.331], [1.714, -2.466, 3.772], [-0.646, -1.240, 1.763], [0.968, 1.915, 1.784], [3.830, 3.256, -0.059], [-3.861, 2.682, -0.822], [1.330, 5.386, -1.860], [4.623, 3.189, -3.270], [-1.559, -5.783, -2.194], [4.499, 3.751, -5.349], [3.018, 1.545, -2.460], [0.776, -1.481, -1.278], [-1.850, -5.583, -4.313], [3.324, 0.482, 2.404], [-3.701, 5.793, 0.497], [1.435, 0.572, -4.061], [0.199, -1.902, -2.354], [3.008, 2.315, -4.790], [-1.434, 1.906, -3.592], [2.781, 3.216, -0.353], [0.575, 2.312, -1.596], [2.540, 2.274, -5.766], [1.838, -4.238, 2.008], [2.464, 1.542, -3.761], [-1.915, -2.200, 1.457], [3.944, 2.794, 0.921], [-0.885, -3.865, -3.478], [4.212, -0.098, 2.608], [-5.153, -2.530, 0.860], [-3.389, 0.576, -2.880], [1.190, 2.996, 4.145], [-3.576, -2.967, 3.396], [1.267, -4.869, 1.325], [-4.231, 3.803, -0.091], [4.665, 2.559, -0.990], [-4.686, -1.589, 3.256], [-2.020, -6.762, -2.145], [1.585, 1.077, 0.887], [-2.223, 4.930, -0.791], [-1.339, 0.480, -1.611], [-0.268, -3.941, 3.327], [-3.475, -0.327, 1.159], [-0.478, -0.359, 0.563], [2.337, -4.874, 2.743], [-0.078, 3.741, -2.295], [-0.106, -3.438, -0.216]], "mulliken_charge": [-0.472, 0.225, 0.238, -0.639, -1.937, -0.800, 0.334, 0.647, 1.609, 0.350, -0.625, -0.303, 1.626, 1.647, 0.759, 0.469, 0.340, -0.480, -1.041, 0.035, 0.556, 0.305, 0.472, -0.264, 0.313, 0.390, 2.130, 0.268, -0.778, -0.693, -0.359, -0.963, 0.269, -0.861, 0.086, -1.880, -0.310, -0.203, -0.301, 0.425, 0.374, 0.329, 0.471, 0.322, 0.469, 0.376, 0.377, -0.672, -0.388, 0.358, 0.209, -0.419, -1.620, -0.576, -0.002, 0.030, -0.246, 0.292, -0.460, -0.598, 0.337, 0.703, -0.521, 0.378, -1.482, 0.364, -1.119, 0.694, -0.537, -0.779, -0.215, 0.510, 0.401, -1.901, 1.056, 0.191, -0.020, -0.447, 0.463, 0.412, -0.787, 0.330, 0.358, 0.263, -0.770, -0.556, 0.469, 0.379, 1.564, -0.355, -0.417, -1.712, -1.642, 1.855, 0.431, 0.809, 0.085], "total_charge": -2, "de_lowest_kcal_mol": 21.2, "total_energy_ha": -7021.94366, "spin_multiplicity": 1}